{"formula": "C25H43BrN2P2Ti", "method": "wB97M-V/def2-TZVPD", "symbols": ["N", "C", "C", "C", "C", "C", "C", "Ti", "P", "C", "C", "C", "C", "C", "C", "C", "Br", "H", "H", "H", "H", "H", "H", "H", "H", "H", "H", "P", "C", "C", "H", "H", "H", "H", "H", "C", "C", "H", "H", "H", "H", "H", "C", "C", "H", "H", "H", "H", "H", "C", "C", "H", "H", "H", "H", "H", "C", "C", "H", "H", "H", "H", "H", "C", "C", "H", "H", "H", "H", "H", "N", "H", "H", "H"], "coordinates": [[4.31799, -8.84779, 1.31102], [4.56974, -8.11500, 2.39653], [4.24543, -6.75169, 2.46912], [3.63454, -6.11571, 1.36171], [3.38667, -6.91494, 0.22372], [3.74267, -8.27763, 0.24752], [3.23456, -4.70961, 1.42917], [1.03496, 1.00005, 0.89601], [-4.96256, 3.25036, 0.69909], [2.40833, -4.12136, 0.51657], [1.85672, -2.79913, 0.68734], [0.58057, -2.56047, 0.12754], [-0.17656, -1.47032, 0.56943], [0.38463, -0.66144, 1.54146], [1.77489, -0.72978, 1.93551], [2.50469, -1.85540, 1.48759], [-1.13719, 1.67421, 1.64076], [3.56353, -4.16836, 2.31649], [2.03377, -4.71979, -0.32071], [4.46649, -6.20812, 3.38590], [2.92524, -6.50518, -0.67151], [5.05139, -8.62199, 3.23881], [3.55587, -8.91380, -0.62514], [0.16697, -3.28032, -0.58814], [3.53302, -2.01839, 1.82137], [-1.19028, -1.30363, 0.22139], [2.17980, -0.10999, 2.74560], [0.99434, 1.45441, -1.44801], [-4.58512, 2.34644, 2.25486], [-5.84768, 1.94969, 3.02375], [-3.95605, 3.01218, 2.86189], [-3.98975, 1.46000, 2.00483], [-5.58649, 1.66051, 4.04498], [-6.56351, 2.77247, 3.08061], [-6.34943, 1.09436, 2.56218], [-4.92469, 1.94061, -0.59135], [-5.85487, 2.25086, -1.76858], [-5.24155, 1.01147, -0.09572], [-3.88699, 1.80890, -0.92761], [-5.99815, 1.35578, -2.38124], [-6.83868, 2.57749, -1.42121], [-5.44786, 3.03047, -2.41769], [-3.50684, 4.31824, 0.32542], [-3.73366, 5.75356, 0.81149], [-3.38435, 4.29760, -0.76912], [-2.60442, 3.87700, 0.77520], [-2.97210, 6.41945, 0.39788], [-4.71358, 6.12639, 0.49985], [-3.67729, 5.82006, 1.90216], [1.38190, 3.15817, -2.02372], [2.43828, 3.28912, -3.12070], [1.67095, 3.74087, -1.13398], [0.43205, 3.59788, -2.36575], [3.44740, 3.07662, -2.74757], [2.23922, 2.62090, -3.96609], [2.44070, 4.31646, -3.50760], [-0.63627, 1.11071, -2.19610], [-0.77575, -0.23081, -2.91182], [-0.84809, 1.94262, -2.88430], [-1.35921, 1.19062, -1.36985], [-0.11151, -0.30456, -3.78276], [-0.57524, -1.07994, -2.24665], [-1.80457, -0.33244, -3.27922], [2.20729, 0.30020, -2.17026], [3.60034, 0.35813, -1.53908], [2.24732, 0.50685, -3.25447], [1.78744, -0.71467, -2.06114], [4.01853, -0.65546, -1.49585], [4.28784, 0.96544, -2.14376], [3.61760, 0.75840, -0.51334], [2.61670, 2.29369, 1.63121], [3.46461, 1.79993, 1.94447], [2.27116, 2.83979, 2.42977], [2.92414, 2.96879, 0.91981]], "forces_ev_per_angstrom": [[0.014, -0.164, -0.085], [-0.298, 0.597, -0.448], [-0.126, -0.050, -0.452], [0.327, -1.193, 0.005], [0.310, -0.532, 0.436], [-0.061, 0.954, 0.393], [-0.845, 0.383, -0.882], [-0.845, 1.588, 1.153], [2.778, -1.686, -0.163], [1.253, -1.207, 0.504], [-0.401, -0.135, -0.480], [-0.098, 0.077, 0.460], [0.573, -0.874, 0.272], [1.955, -0.135, 0.028], [-0.420, -3.068, -0.232], [-0.356, 1.022, 0.853], [-1.114, 1.358, 0.080], [-0.122, -0.045, -0.167], [0.084, 0.274, 0.344], [-0.077, 0.013, -0.211], [0.143, -0.106, 0.164], [-0.205, 0.170, -0.319], [0.101, 0.213, 0.391], [0.194, 0.240, 0.302], [-0.379, -0.122, -0.060], [0.066, 0.123, -0.085], [-0.084, 0.045, -0.287], [0.116, -0.019, -1.396], [-0.601, 0.692, 0.567], [-0.190, -0.208, 0.194], [-0.141, -0.088, -0.176], [-0.017, 0.268, -0.319], [-0.031, 0.025, -0.161], [0.073, -0.078, 0.089], [0.037, 0.135, 0.009], [-1.020, -0.033, -0.048], [-0.070, -0.086, -0.306], [0.063, 0.255, -0.065], [-0.063, 0.230, 0.322], [0.037, 0.163, 0.091], [0.092, -0.100, -0.093], [-0.044, -0.029, 0.109], [-0.675, 0.702, -0.355], [0.095, 0.228, 0.096], [-0.126, -0.017, 0.281], [-0.412, -0.254, 0.039], [-0.099, -0.090, 0.085], [0.185, 0.042, 0.007], [-0.029, -0.015, -0.136], [0.067, 0.446, 0.272], [0.170, 0.118, -0.165], [-0.023, -0.026, -0.330], [0.226, -0.175, 0.170], [-0.244, 0.012, -0.090], [0.011, 0.164, 0.138], [0.023, -0.274, 0.107], [-0.405, 0.046, -0.154], [-0.182, -0.148, -0.191], [0.023, -0.287, 0.095], [0.127, -0.035, -0.232], [-0.149, 0.014, 0.258], [-0.020, 0.196, -0.151], [0.236, -0.045, 0.063], [-0.268, -0.121, -0.828], [0.432, -0.095, -0.179], [0.158, -0.284, 0.369], [0.024, 0.422, 0.033], [-0.017, 0.304, 0.055], [-0.211, -0.117, 0.277], [-0.071, -0.091, -0.164], [0.740, 0.425, 0.248], [-0.367, 0.357, -0.095], [0.231, -0.111, -0.241], [-0.062, -0.163, 0.388]], "e_tot_ha": -5193.49275, "s2": 2.0235, "orbital_gap_ev": [6.97, 3.88], "multiplicity": 3, "lumo_energy_ev": [-5.59, -8.68], "total_charge": 2}